Entry 1:
Computed, not measured: 2 unconnected molecules or ions with the total composition CH4BrOP in a non-equilibrium geometry, with ωB97M-V with the def2-TZVPD basis set.

```
8
CH4BrOP ωB97M-V with the def2-TZVPD basis set
C -1.472 0.576 -0.904
O -1.306 1.820 -0.462
P 0.995 -1.633 -0.166
Br -2.804 -0.431 0.113
H 0.293 -0.510 -0.276
H -1.185 1.992 0.441
H 0.620 -2.195 -1.490
H 2.012 -0.983 -0.673
```

Values from the calculation:
**HOMO energy**: -9.33 eV
**HOMO-LUMO gap**: 8.8 eV

=====

Entry 2:
Computed, not measured: CH4BrP in the gas phase in a non-equilibrium geometry, with ωB97M-V with the def2-TZVPD basis set.

```
7
CH4BrP ωB97M-V with the def2-TZVPD basis set
C -0.439 -0.955 0.139
P 1.346 2.130 0.278
Br 1.087 -0.148 -0.242
H -0.957 -0.931 -0.858
H -1.023 -0.511 0.882
H -0.345 -1.988 0.480
H 0.331 2.403 -0.679
```

Values from the calculation:
**HOMO energy**: -7.27 eV
**HOMO-LUMO gap**: 7.6 eV

=====

Entry 3:
Computed, not measured: CH4Cl2NOP in the gas phase in a non-equilibrium geometry, with ωB97M-V with the def2-TZVPD basis set.

```
10
CH4Cl2NOP ωB97M-V with the def2-TZVPD basis set
C -0.246 1.036 -0.934
N -0.093 -0.372 -0.541
O 0.310 0.511 1.899
P 0.114 -0.661 1.023
Cl -1.346 -1.898 1.535
Cl 1.740 -1.801 1.103
H -0.134 1.583 0.085
H 0.535 1.220 -1.531
H -1.244 1.295 -1.394
H 0.365 -0.914 -1.245
```

Values from the calculation:
**HOMO energy (spin up / spin down)**: -3.70 / -10.74 eV
**Spin multiplicity**: 3
**HOMO-LUMO gap (spin up / spin down)**: 4.0 / 5.7 eV
**⟨S²⟩**: 2.009

=====

Entry 4:
Computed, not measured: CH4Cl2NP in the gas phase in a non-equilibrium geometry, with ωB97M-V with the def2-TZVPD basis set.

```
9
CH4Cl2NP ωB97M-V with the def2-TZVPD basis set
C 0.974 -0.165 -0.908
N 0.020 0.174 1.877
P -0.563 -0.007 0.235
Cl -1.627 -1.513 -0.528
Cl -1.659 1.602 -0.279
H 1.529 0.694 -0.654
H 1.348 -1.127 -0.437
H 0.466 -0.276 -1.954
H -0.487 0.618 2.649
```

Values from the calculation:
**HOMO energy (spin up / spin down)**: -5.16 / -10.71 eV
**Spin multiplicity**: 3
**HOMO-LUMO gap (spin up / spin down)**: 6.1 / 8.5 eV
**⟨S²⟩**: 2.007

=====

Entry 5:
Computed, not measured: a molecular structure, CH4ClN in a non-equilibrium geometry, with ωB97M-V with the def2-TZVPD basis set.

```
7
CH4ClN ωB97M-V with the def2-TZVPD basis set
C -0.136 -0.633 -0.363
N 0.034 0.758 0.047
Cl 0.334 -0.619 -2.106
H -1.182 -0.849 -0.522
H 0.766 -1.499 0.294
H 1.029 0.895 0.120
H -0.348 0.705 0.971
```

Values from the calculation:
**HOMO energy (spin up / spin down)**: -4.65 / -11.20 eV
**Spin multiplicity**: 3
**HOMO-LUMO gap (spin up / spin down)**: 5.7 / 6.9 eV
**⟨S²⟩**: 2.007

=====

Entry 6:
Computed, not measured: a gas-phase ion, CH4ClN2O (charge +1) in a non-equilibrium geometry, with ωB97M-V with the def2-TZVPD basis set.

```
9
CH4ClN2O ωB97M-V with the def2-TZVPD basis set
C -0.729 0.797 0.033
N 0.325 0.072 -0.567
O 0.831 0.313 -1.606
N 0.792 -1.077 0.150
Cl 0.220 -1.511 1.688
H -0.382 1.293 0.945
H -1.545 0.127 0.319
H -1.085 1.551 -0.672
H 1.574 -1.565 -0.289
```

Values from the calculation:
**HOMO energy**: -16.05 eV
**Charge**: +1
**HOMO-LUMO gap**: 9.3 eV

=====

Entry 7:
Computed, not measured: a gas-phase ion, CH4ClN2O (charge +1) in a non-equilibrium geometry, with ωB97M-V with the def2-TZVPD basis set.

```
9
CH4ClN2O ωB97M-V with the def2-TZVPD basis set
N -1.105 -0.597 -0.081
C 0.260 0.265 -0.052
N 0.875 0.210 1.101
O 0.619 1.040 -1.015
Cl -0.094 0.829 -2.600
H -1.262 -1.411 0.530
H -1.069 -0.955 -1.007
H 0.311 -0.419 1.680
H 1.465 1.040 1.443
```

Values from the calculation:
**HOMO energy**: -16.42 eV
**Charge**: +1
**HOMO-LUMO gap**: 10.0 eV

=====

Entry 8:
Computed, not measured: 3 unconnected molecules or ions with the total composition CH4ClN3O in a non-equilibrium geometry, with ωB97M-V with the def2-TZVPD basis set.

```
10
CH4ClN3O ωB97M-V with the def2-TZVPD basis set
C 1.545 1.158 0.629
N -0.122 -0.500 -1.131
N 0.055 -0.530 1.024
N 0.315 -1.098 -0.090
O 1.540 1.377 -0.481
Cl -2.101 1.156 0.189
H -0.861 0.256 -0.988
H 0.062 -0.958 -2.014
H -0.764 0.191 1.016
H 0.333 -1.051 1.847
```

Values from the calculation:
**HOMO energy (spin up / spin down)**: -6.94 / -10.05 eV
**Spin multiplicity**: 3
**HOMO-LUMO gap (spin up / spin down)**: 8.0 / 5.9 eV
**⟨S²⟩**: 2.011